ORCA calculation (the ωB97M-V functional and the def2-TZVPD basis) on a 2-piece molecular cluster, C5H8N3O2 overall in a non-equilibrium geometry.

- HOMO energy (spin up / spin down): -13.313 / -13.312 eV
- Total charge: +1
- Energy above the lowest of the compared OMol25 structures with the same formula, charge and spin: 224.1 kcal per mole

Geometry as XYZ:
```
18
Properties=species:S:1:pos:R:3:forces:R:3
O 3.785210 -1.124037 0.333680 0.267 -4.004 1.287
O 4.364116 0.829609 -0.395035 0.876 1.830 -0.916
N -0.975337 1.050428 0.197801 -1.811 2.363 0.596
N -0.079122 -0.028304 0.049630 2.132 -0.571 -2.512
N 3.819948 -0.110027 -0.109300 -2.621 2.167 -0.150
C -0.285623 2.165514 0.264376 0.903 -2.056 0.525
C 1.244268 0.565795 0.014655 3.750 1.714 0.137
C 0.025616 -1.068927 1.153814 -1.745 2.793 0.618
C -0.316625 -0.646398 -1.328966 -1.960 -0.076 2.143
C 1.163221 1.899881 0.275281 -1.678 -1.756 -0.819
H 0.311963 -2.024081 0.818087 -0.312 -1.042 -0.632
H -0.623967 3.194593 0.348259 -0.938 -0.533 -0.059
H 0.826045 -0.636908 1.683273 0.851 -0.109 1.433
H -1.336445 -0.602794 -1.585772 -1.331 0.778 -0.068
H -0.149476 -1.663340 -1.396036 1.022 -2.182 0.747
H 1.867668 2.693074 0.408849 0.602 -0.145 -0.150
H -0.899252 -0.867979 1.702421 0.105 -1.141 0.085
H 0.270014 -0.204949 -2.013741 1.888 1.972 -2.264
```
Forces are in eV/Å.